# 1
ORCA calculation (ωB97M-V with the def2-TZVPD basis set) on C24H25BN6Pt as an isolated structure at a distorted geometry.

```
! wB97M-V def2-TZVPD RIJCOSX def2/J DEFGRID3
* xyz 0 1
Pt -0.12671 0.13581 -0.56265
B 0.93347 -1.31242 -3.70755
N -0.53674 -1.39274 -3.21385
C -1.44322 -2.20278 -3.78123
C -2.69537 -1.88309 -3.29646
C -2.45092 -0.83586 -2.41001
N -1.14881 -0.54068 -2.37657
N 1.93705 -0.71404 -2.64535
C 3.25415 -0.80200 -2.84165
C 3.91711 -0.14653 -1.82080
C 2.89453 0.32677 -1.01427
N 1.70194 -0.00769 -1.52137
H 1.28189 -2.44955 -3.92634
H 0.98417 -0.62646 -4.70608
H -1.12747 -2.93836 -4.50222
H -3.63668 -2.34071 -3.54582
H -3.14055 -0.26850 -1.80533
H 3.62676 -1.32591 -3.70609
H 4.97768 -0.03864 -1.68012
H 2.98146 0.86275 -0.08567
N 0.88720 1.83236 0.94974
C 1.41574 1.47430 2.23962
C 1.56778 2.51002 3.16245
C 1.99245 2.27984 4.45585
C 2.26502 0.97661 4.83946
C 2.11771 -0.04945 3.92568
C 1.71194 0.14541 2.59390
C 1.59602 -1.09860 1.74411
C 2.46574 -2.15376 2.05367
C 2.31840 -3.41037 1.49375
C 1.26445 -3.64440 0.62365
C 0.43461 -2.59457 0.26021
C 0.60627 -1.29923 0.76365
H 0.36653 2.69856 1.03817
H 1.61448 2.02379 0.27279
H 1.33941 3.52044 2.84142
H 2.09989 3.10266 5.15040
H 2.57346 0.75320 5.85256
H 2.28598 -1.06246 4.26140
H 3.28923 -1.98344 2.73629
H 3.01943 -4.19740 1.74145
H 1.11574 -4.62897 0.19641
H -0.34492 -2.77435 -0.47401
N -1.92270 0.34179 0.66094
C -2.92461 1.29444 0.26138
C -4.26838 0.97009 0.37771
C -5.23782 1.86632 -0.04828
C -4.86828 3.09397 -0.57761
C -3.52189 3.41144 -0.69219
C -2.54850 2.51063 -0.28677
H -2.32431 -0.56075 0.88683
H -1.38307 0.65258 1.46464
H -4.55810 0.01526 0.80241
H -6.28338 1.60200 0.04045
H -5.62394 3.79446 -0.90696
H -3.22318 4.35816 -1.12290
H -1.49813 2.73003 -0.43283
*
```

Output
HOMO energy (spin up / spin down) ... -6.289 / -6.287 eV
ΔE to the lowest compared entry with this formula, charge and spin ... 2.1400 eV
LUMO level (spin up / spin down) ... 0.25 / 0.25 eV

Population analysis type natural (NBO), resulting atomic charges in e: Pt 0.863; B 0.182; N -0.286; C -0.018; C -0.358; C -0.067; N -0.347; N -0.255; C 0.005; C -0.345; C -0.036; N -0.293; H -0.047; H -0.051; H 0.224; H 0.228; H 0.201; H 0.228; H 0.233; H 0.201; N -0.879; C 0.202; C -0.252; C -0.211; C -0.220; C -0.184; C -0.101; C -0.028; C -0.225; C -0.239; C -0.199; C -0.280; C -0.311; H 0.371; H 0.386; H 0.203; H 0.215; H 0.215; H 0.217; H 0.204; H 0.210; H 0.209; H 0.212; N -0.806; C 0.215; C -0.271; C -0.190; C -0.219; C -0.176; C -0.264; H 0.410; H 0.420; H 0.216; H 0.220; H 0.220; H 0.219; H 0.225

---

# 2
ORCA calculation (ωB97M-V with the def2-TZVPD basis set) on C24H25CaN3S3 as an isolated structure.

```
! wB97M-V def2-TZVPD RIJCOSX def2/J DEFGRID3
* xyz -2 1
Ca -0.01530 0.33392 -0.13839
C -2.37919 3.68239 2.34340
C -1.33629 3.06988 1.42405
S -0.51594 1.68992 2.19218
C -1.13211 3.54039 0.17403
C -1.96456 4.67173 -0.39635
S 0.06963 2.96084 -1.00283
H -2.04581 3.57089 3.37573
H -3.33792 3.15504 2.26055
H -2.55513 4.74347 2.15596
H -1.34877 5.56829 -0.53408
H -2.83446 4.93164 0.20714
H -2.31726 4.38492 -1.39016
N 4.34890 -1.28337 -0.13980
C 4.79277 0.02818 -0.27762
C 6.05931 0.56696 -0.37632
C 6.15990 1.95796 -0.46224
C 5.01432 2.75352 -0.43546
C 3.73855 2.20832 -0.33233
C 3.62556 0.82250 -0.25820
N 2.50278 0.03060 -0.17169
C 2.95688 -1.23813 -0.13333
C 2.15195 -2.38101 -0.07330
C 2.53224 -3.74667 -0.00311
S 1.07320 -4.70758 0.06659
C 0.11205 -3.26089 -0.07149
N 0.78148 -2.16808 -0.13502
H 4.84505 -2.09205 -0.47354
H 6.94345 -0.06115 -0.38617
H 7.13671 2.41990 -0.54601
H 5.12055 3.83054 -0.49921
H 2.84161 2.81794 -0.32055
H 3.44018 -4.12701 0.44042
H -0.96825 -3.28242 -0.12211
C -4.04864 -0.28271 -2.54193
C -3.51454 -0.28527 -1.10441
C -3.55313 1.15962 -0.58365
C -2.08140 -0.82033 -1.07130
C -4.34151 -1.17996 -0.18795
C -5.38681 -1.99091 -0.62525
C -6.07058 -2.83105 0.25095
C -5.72722 -2.87520 1.59148
C -4.68918 -2.06553 2.04729
C -4.00919 -1.23551 1.17433
H -3.39942 0.35439 -3.14465
H -5.07181 0.11063 -2.60596
H -4.02875 -1.28556 -2.97585
H -2.94256 1.79018 -1.23475
H -3.12182 1.23304 0.41536
H -4.57684 1.55247 -0.55364
H -2.11891 -1.83006 -1.52849
H -5.67768 -1.97581 -1.66786
H -6.87739 -3.45287 -0.12329
H -6.25638 -3.52992 2.27465
H -4.40464 -2.08677 3.09317
H -3.19066 -0.62442 1.53649
*
```

Output
HOMO energy (spin up / spin down) ... -0.474 / 0.284 eV
ΔE to the lowest compared entry with this formula, charge and spin ... 0.0000 eV
LUMO level (spin up / spin down) ... 4.28 / 4.32 eV

Population analysis type natural (NBO), resulting atomic charges in e: Ca 1.693; C -0.644; C -0.186; S -0.656; C -0.197; C -0.641; S -0.659; H 0.210; H 0.195; H 0.182; H 0.192; H 0.185; H 0.208; N -0.590; C 0.156; C -0.297; C -0.268; C -0.241; C -0.230; C 0.117; N -0.622; C 0.334; C -0.034; C -0.611; S 0.258; C -0.116; N -0.474; H 0.393; H 0.190; H 0.186; H 0.195; H 0.261; H 0.205; H 0.231; C -0.609; C -0.237; C -0.611; C -0.724; C 0.147; C -0.270; C -0.231; C -0.264; C -0.211; C -0.244; H 0.218; H 0.180; H 0.193; H 0.227; H 0.227; H 0.178; H 0.091; H 0.200; H 0.187; H 0.189; H 0.199; H 0.245